(1)
Formula: C22H18N6OPt
Source: the OMol25 dataset
Level of theory: wB97M-V/def2-TZVPD

highest occupied orbital energy (spin up / spin down): -5.46 / -5.47 eV
ΔE to the lowest compared entry with this formula, charge and spin: 3.258 eV
Kohn-Sham gap (spin up / spin down): 5.2 / 5.2 eV
M: 577.50 g mol⁻¹

Each line ends with the Löwdin charge.
Positions of all 48 atoms, in Å:
H 3.289 -0.869 -2.707  0.1008
N 2.535 -2.098 -1.246  -0.0523
N -0.005 -3.668 -1.093  -0.0536
C 3.500 -1.295 -1.736  -0.1158
C -0.860 1.671 -0.332  -0.1435
H -1.561 -3.885 -2.414  0.0977
H 5.419 -0.368 -1.515  0.1058
C -1.921 4.289 1.852  -0.2368
N 0.136 -0.670 -1.541  -0.1782
H -2.935 6.783 3.882  0.0982
H -0.375 0.196 -3.332  0.0948
C -2.268 4.880 0.635  -0.1987
H 4.050 -2.929 1.628  0.1139
C 2.721 -2.661 -0.048  -0.2889
C -0.338 0.633 0.431  0.0069
C 4.678 -1.019 -1.074  -0.0583
N -1.366 3.048 1.645  0.1744
H 5.790 -1.441 0.718  0.1101
C -2.162 4.978 3.042  -0.0135
H -2.839 -5.497 -1.008  0.1059
H -0.305 0.704 1.510  0.1153
H -3.532 7.790 1.711  0.0993
C 3.897 -2.442 0.673  -0.0127
H -3.113 6.583 -0.412  0.1064
C -1.364 2.866 0.344  -0.2644
C -0.127 -4.926 0.922  -0.0149
C -1.343 -5.464 0.546  -0.0632
C -2.850 6.139 0.539  -0.0216
C -1.189 -4.205 -1.451  -0.1169
H -1.849 -6.172 1.191  0.1098
H 1.689 -3.294 1.521  0.1334
H 0.325 -5.226 1.859  0.1134
N -1.902 3.951 -0.308  0.1615
Pt 0.865 -2.378 -2.492  1.0191
C -3.080 6.806 1.734  -0.0970
H -1.898 4.533 3.993  0.1094
C -1.894 -5.096 -0.671  -0.0592
C -2.742 6.235 2.969  -0.0953
H -1.266 2.274 -2.380  0.1067
C 4.877 -1.614 0.163  -0.0619
N 1.784 -3.546 0.546  0.1169
C -0.876 1.516 -1.714  -0.0045
H -2.011 4.052 -1.301  0.1501
H 0.542 -1.308 0.371  0.0849
C 0.139 -0.497 -0.201  -0.1077
C 0.522 -4.014 0.087  -0.2811
O 1.590 -3.696 -3.274  -0.7648
C -0.378 0.349 -2.262  -0.1298

Atoms 1-6, force components in eV/Å:
0.009 -0.048 -0.005
1.910 0.472 1.497
-1.210 -1.153 1.796
0.166 -0.101 0.139
-0.057 0.127 0.093
0.045 -0.023 -0.012

---

(2)
Formula: C22H18N6OPt
Source: the OMol25 dataset
Level of theory: wB97M-V/def2-TZVPD

highest occupied orbital energy (spin up / spin down): -5.75 / -5.75 eV
ΔE to the lowest compared entry with this formula, charge and spin: 0.965 eV
Kohn-Sham gap (spin up / spin down): 5.7 / 5.7 eV
M: 577.50 g mol⁻¹

Each line ends with the Löwdin charge.
Positions of all 48 atoms, in Å:
H -1.488 9.011 -0.591  0.0993
C -0.115 -0.060 -1.724  -0.1065
H -1.841 4.132 0.659  0.1494
H 1.202 -5.352 3.936  0.1102
C -0.933 -5.180 4.053  -0.0696
C 0.296 -4.998 3.462  -0.0205
H -1.784 1.994 0.983  0.1071
C -1.943 -4.136 2.169  -0.1141
H -1.678 -0.474 1.093  0.0933
H -1.000 -5.670 5.016  0.1086
C -2.078 -4.744 3.397  -0.0549
C -0.747 3.553 -1.071  -0.2757
C -1.227 0.073 0.278  -0.1220
C 3.130 -3.125 -2.018  -0.0630
C -1.288 1.452 0.189  0.0069
H 1.084 -2.632 -2.426  0.0889
C 1.802 -2.985 -1.700  -0.1402
H 2.354 -4.234 2.359  0.1342
H -3.060 -4.877 3.829  0.1047
C -1.204 8.021 -0.924  -0.0971
C -0.092 6.645 -2.588  -0.0166
H 0.329 -0.696 -2.476  0.0933
H 0.304 1.774 -2.760  0.1135
N -0.736 -3.946 1.601  -0.0390
N 1.628 -4.199 1.663  0.1258
C 0.362 -4.363 2.218  -0.2889
C 3.988 -3.612 -1.035  -0.0669
H -0.215 8.772 -2.678  0.0983
N 1.280 -3.258 -0.486  -0.0772
H 5.041 -3.755 -1.236  0.1101
H -2.129 7.035 0.751  0.1072
N -0.635 -0.675 -0.658  -0.0775
N -1.351 4.398 -0.176  0.1668
H 4.088 -4.389 0.957  0.1134
C -1.174 5.680 -0.648  -0.1916
C -0.449 5.525 -1.837  -0.2261
H 3.481 -2.870 -3.007  0.1060
C -0.476 7.884 -2.118  -0.0960
C 3.465 -3.952 0.187  -0.0137
C 2.096 -3.766 0.433  -0.2906
Pt -0.791 -2.804 -0.165  1.0040
H 0.468 6.533 -3.507  0.1107
C -0.726 2.095 -0.906  -0.1323
O -2.596 -2.512 0.081  -0.7970
N -0.199 4.185 -2.072  0.1790
C -1.567 6.925 -0.168  -0.0249
C -0.128 1.309 -1.886  0.0049
H -2.750 -3.735 1.544  0.0666

Atoms 1-6, force components in eV/Å:
0.001 0.000 -0.002
0.083 0.039 0.042
-0.009 -0.002 -0.007
0.011 0.015 -0.011
0.021 -0.011 0.057
-0.016 0.045 0.039

---

(3)
Formula: C22H19BiI2N5O2S
Source: the OMol25 dataset
Level of theory: wB97M-V/def2-TZVPD

highest occupied orbital energy: -10.63 eV
ΔE to the lowest compared entry with this formula, charge and spin: 0.000 eV
Kohn-Sham gap: 7.4 eV
total charge: +1
M: 880.28 g mol⁻¹

Each line ends with the Löwdin charge.
Positions of all 52 atoms, in Å:
C -3.493 -1.743 1.040  -0.0755
C -2.657 3.932 2.221  -0.3101
H -4.256 4.879 3.080  0.1010
H -0.616 -3.749 -1.776  0.0816
H 0.386 -5.958 -1.417  0.1130
C -0.592 3.066 1.320  -0.0922
H 6.534 -0.339 -0.707  0.1231
Bi 0.476 -0.593 -1.691  1.7019
H -2.048 4.009 -3.187  -0.0380
C 1.212 -2.671 -1.424  -0.3024
N -0.292 -0.389 0.367  -0.2701
O 1.469 1.082 1.108  -0.3294
C -2.931 2.669 2.767  -0.0138
I 0.452 3.432 -2.518  0.7364
H -1.220 5.100 1.120  0.1172
H -2.252 0.656 3.040  0.1058
N -2.359 -1.106 1.303  0.1615
C 0.436 -3.817 -1.534  -0.1151
C 2.575 -2.785 -1.124  -0.2021
C -2.053 1.622 2.596  -0.0622
H -3.833 2.528 3.350  0.1171
C -2.859 -2.128 -1.193  -0.1193
S 0.256 0.521 1.644  0.6060
C 5.457 -0.349 -0.809  -0.0155
C 2.340 -5.179 -1.001  -0.0505
C 3.402 -1.555 -1.027  -0.2102
H 5.332 -2.482 -0.895  0.1140
C 3.126 -4.043 -0.898  -0.0163
C -0.889 1.815 1.855  -0.3191
H -4.192 -1.823 1.865  0.1248
H -4.735 -2.799 -0.385  0.1109
H -1.802 4.330 -1.437  -0.0524
H -3.216 5.902 2.219  0.1001
I -2.655 1.846 -1.770  0.7826
C -1.467 4.116 1.504  -0.0386
C 3.379 0.779 -0.969  -0.1330
N 2.732 -0.391 -1.064  -0.0837
H 4.167 -4.149 -0.624  0.1097
N -1.716 -1.489 -0.952  -0.0573
C 4.785 -1.552 -0.908  0.0160
C -3.803 -2.286 -0.204  -0.0299
C -1.507 -1.007 0.290  -0.5435
C 0.998 -5.070 -1.330  -0.0596
H 2.763 1.667 -0.966  0.0744
C 4.746 0.844 -0.836  -0.0216
H 2.778 -6.151 -0.818  0.1152
C -1.642 3.640 -2.255  -1.1525
H 0.339 3.213 0.792  0.0838
H 5.238 1.801 -0.743  0.1196
N -3.546 4.965 2.373  0.1215
H -3.010 -2.501 -2.200  0.1272
O 0.264 -0.307 2.804  -0.2506

Atoms 1-6, force components in eV/Å:
-0.029 0.005 0.024
-0.036 0.032 0.053
0.011 -0.004 0.000
-0.007 0.008 0.004
0.001 0.004 0.003
-0.089 -0.047 0.056

---

(4)
Formula: C22H19CdNO12P2S3
Source: the OMol25 dataset
Level of theory: wB97M-V/def2-TZVPD

highest occupied orbital energy: -3.23 eV
ΔE to the lowest compared entry with this formula, charge and spin: 1.069 eV
Kohn-Sham gap: 7.2 eV
total charge: -2
M: 759.95 g mol⁻¹

Each line ends with the Löwdin charge.
Positions of all 60 atoms, in Å:
C 0.108 0.721 3.711  -0.1343
H 3.237 -3.665 -0.896  0.0672
H 3.942 -2.273 1.728  0.1016
C 1.673 4.873 2.184  -0.2108
N -2.307 0.633 -1.322  -0.0222
H 2.097 5.624 2.832  0.0855
H -1.111 -3.392 -1.229  0.0266
H -1.546 2.525 -1.508  0.0770
H 2.461 -4.060 -4.051  0.0762
C 0.849 1.284 1.270  -0.6809
H 2.152 3.077 3.364  0.1044
C 3.637 -1.266 1.496  -0.1867
O -6.166 3.744 -0.775  -0.0649
O -4.108 -2.397 -0.941  0.0357
C -0.080 0.819 2.365  -0.4493
C -2.095 0.085 3.532  -0.3998
C -1.055 0.290 4.383  -0.2008
C 4.419 -0.346 0.873  -0.4333
S -1.682 0.417 1.893  1.1045
S 0.513 3.693 0.209  1.0955
H 1.040 0.934 4.207  0.1079
C -3.671 2.571 -1.127  -0.0049
S 3.577 1.140 0.615  1.0552
C 2.337 -0.781 1.765  -0.1352
C -3.162 -1.638 -1.102  -0.6067
H 0.881 6.088 0.557  0.0434
H 3.266 -0.992 -1.244  0.0536
C 1.709 3.491 2.477  -0.1381
C -2.452 1.955 -1.338  -0.1453
C 2.139 0.494 1.332  -0.4322
C 1.058 5.128 1.000  -0.4193
H -5.488 -0.233 -0.708  0.1204
H -3.769 3.647 -1.127  0.1073
H 1.593 -5.101 -2.892  0.0848
H 1.574 -1.368 2.245  0.1172
H -3.090 -0.233 3.772  0.0551
C 1.661 -4.097 -3.309  -0.0727
H -1.110 0.137 5.448  0.0880
O 3.308 -3.203 -1.760  -0.0875
O -1.950 -1.997 -1.296  -0.1766
C 1.120 2.750 1.501  -0.4732
O 2.588 -0.500 -1.722  -0.1410
O 1.789 -4.270 0.193  -0.3032
O 0.699 -1.969 -0.104  -0.4098
P 0.949 -3.362 -0.634  0.3080
C 1.962 -3.120 -2.192  -0.6002
O 0.258 1.214 0.030  -0.4293
O 0.446 -0.818 -3.047  -0.3249
C -6.179 2.517 -0.606  -0.7150
C -3.388 -0.126 -1.100  -0.2168
H 2.119 -1.147 -4.814  0.0656
O -0.387 -4.070 -1.122  -0.1452
C -4.804 1.800 -0.885  -0.0852
Cd -0.438 -0.472 -0.987  1.3814
P 1.773 -1.387 -2.728  0.4696
O -7.104 1.784 -0.245  -0.0492
H 0.709 -3.842 -3.772  0.0840
H 5.441 -0.433 0.557  0.0518
C -4.647 0.418 -0.890  0.0497
O 2.697 -1.297 -4.068  -0.1224

Atoms 1-6, force components in eV/Å:
0.084 -0.050 -0.323
0.093 -0.058 -0.004
0.123 -0.127 0.040
0.079 0.184 0.041
-0.976 0.310 -0.168
-0.006 0.158 0.027

---

What is the formula in the third record? C22H19BiI2N5O2S

---

ΔE to the lowest compared entry with this formula, charge and spin of number 3 (C22H19BiI2N5O2S)? 0.000 eV

---

What is the M in the fourth record? 759.95 g mol⁻¹